No. 1
{"formula": "C3H3F2NO", "method": "ωB97M-V/def2-TZVPD", "elements": ["O", "C", "N", "C", "C", "F", "F", "H", "H", "H"], "positions_angstrom": [[2.81512, 0.50267, 0.26304], [1.87729, -0.15250, -0.00891], [0.58064, 0.28462, -0.06370], [-0.61227, -0.45409, -0.04306], [-1.78539, 0.16837, -0.04834], [-1.85750, 1.51558, 0.02589], [-2.96299, -0.44106, 0.24642], [1.94702, -1.23107, -0.15852], [0.51485, 1.33401, -0.07936], [-0.51679, -1.52652, -0.13346]], "smiles": "O=CNC=C(F)F", "charge": 0, "lumo_ev": 0.71, "e_above_lowest_kcal_mol": 10.3}



No. 2
{"formula": "C3H3F2NO3", "method": "ωB97M-V/def2-TZVPD", "elements": ["C", "C", "C", "N", "O", "O", "O", "F", "F", "H", "H", "H"], "positions_angstrom": [[0.37083, -0.13688, 0.73264], [-1.98875, -0.18771, 0.59033], [1.66898, -0.05499, -0.74544], [1.84914, 1.24179, -1.01568], [0.68008, -0.20837, 1.83816], [1.08727, 1.79406, -1.83091], [-0.69136, -0.28724, 0.00177], [1.20300, -1.07857, -1.68672], [2.61275, -0.63281, -0.07113], [-2.34592, -1.21208, 0.48899], [-2.42601, 0.57670, 0.08394], [-2.02000, 0.18608, 1.61406]], "s_squared": 2.02, "multiplicity": 3, "charge": 0, "lumo_ev": [0.67, -2.06], "e_above_lowest_kcal_mol": 38.7}



No. 3
{"formula": "C3H3F3", "method": "ωB97M-V/def2-TZVPD", "elements": ["C", "C", "C", "F", "F", "F", "H", "H", "H"], "positions_angstrom": [[0.06529, 0.20385, -0.44054], [-0.55151, -0.01152, 0.69837], [-1.97487, 0.54189, 0.93909], [-2.00621, 1.28352, 2.03305], [-2.34414, 1.30153, -0.09601], [-2.92547, -0.41535, 1.08831], [0.92400, -0.45856, -0.43128], [-0.18689, 0.47851, -1.41611], [0.03987, -0.41139, 1.52024]], "smiles": "C=CC(F)(F)F", "charge": 0, "lumo_ev": 1.02, "e_above_lowest_kcal_mol": 5.8}



No. 4
{"formula": "C3H3F3O", "method": "ωB97M-V/def2-TZVPD", "elements": ["C", "C", "C", "O", "F", "F", "F", "H", "H", "H"], "positions_angstrom": [[-0.25449, -0.25868, 0.69568], [-1.21805, -0.14458, -0.27636], [2.24391, 0.60451, 0.07438], [-1.97034, 0.92903, -0.42545], [-1.61773, -1.21171, -1.09230], [2.23481, -0.13276, -1.07082], [2.93816, -0.11162, 0.94195], [-0.05593, 0.53199, 1.31177], [0.25409, -1.13419, 0.99231], [-2.55443, 0.92800, -1.15117]], "charge": 0, "lumo_ev": 0.04, "e_above_lowest_kcal_mol": 79.1}